Entry 1:
Molecular formula: C21H39F2N4O4PPtTe
Method: DFT, the ωB97M-V functional and the def2-TZVPD basis

Last column: Mulliken spin population.
Element x y z (Å)
Pt 1.133 0.407 0.989  0.8887
C -3.558 -2.460 -3.089  -0.0004
C -2.308 -1.918 -3.617  0.0108
O -1.588 -1.246 -2.395  0.0078
P -0.127 -0.816 -2.001  0.3289
O -0.112 -0.386 -0.551  0.0252
Te 1.484 -2.533 -2.935  2.4766
O 0.309 0.520 -2.889  -0.0114
C 0.278 0.808 -4.331  0.0152
C 1.738 1.178 -4.681  0.0133
H -3.908 -3.301 -3.697  -0.0001
H -4.358 -1.690 -3.032  0.0031
H -3.369 -2.901 -2.078  0.0005
H -2.446 -1.107 -4.366  0.0018
H -1.560 -2.657 -3.983  0.0018
H -0.374 1.613 -4.578  0.0025
H -0.017 -0.119 -4.863  0.0260
H 2.087 2.121 -4.180  0.0011
H 1.999 1.323 -5.750  0.0003
H 2.415 0.372 -4.323  -0.0031
C 4.633 -4.666 -0.446  -0.0333
C 4.438 -4.097 0.950  -0.0026
N 3.118 -3.454 1.343  0.0431
C 2.117 -4.499 1.672  0.0006
C 1.695 -5.290 0.409  -0.0351
C 2.953 -2.078 1.317  -0.0442
C 3.970 -1.330 0.469  0.0401
N 1.886 -1.418 1.760  -0.0007
H 5.617 -4.456 -0.827  0.0012
H 3.962 -4.225 -1.195  0.0572
H 4.501 -5.757 -0.419  0.0012
H 5.207 -3.382 1.188  0.0033
H 4.576 -4.972 1.636  0.0003
H 1.289 -4.022 2.221  0.0027
H 2.678 -5.216 2.360  0.0032
H 2.007 -4.748 -0.505  0.0489
H 0.618 -5.450 0.304  -0.0039
H 2.149 -6.301 0.433  0.0010
H 4.997 -1.172 0.807  0.0032
H 3.624 -0.297 0.308  0.0001
H 3.909 -1.842 -0.532  0.0036
H 1.155 -1.959 2.283  -0.0022
C -3.653 0.799 1.942  -0.0068
C -3.908 2.079 1.145  -0.0038
N -3.588 3.332 1.843  0.0002
C -4.648 3.781 2.716  0.0000
C -4.229 4.582 3.939  0.0000
C -2.675 4.277 1.377  0.0003
O -2.798 5.514 1.558  0.0004
C -1.422 3.751 0.764  -0.0047
C -0.664 4.642 -0.046  0.0042
C 0.522 4.213 -0.554  0.0029
C 0.944 2.897 -0.352  -0.0025
N 0.218 2.084 0.449  -0.0452
C -0.961 2.504 1.001  -0.0030
H -2.867 0.226 1.376  0.0048
H -4.582 0.218 1.985  -0.0001
H -3.290 0.994 2.935  0.0004
H -4.980 2.179 0.838  -0.0001
H -3.345 1.967 0.197  0.0021
H -5.157 2.845 3.079  0.0000
H -5.351 4.417 2.111  0.0000
H -3.563 3.991 4.579  0.0000
H -5.053 4.893 4.570  0.0000
H -3.671 5.472 3.646  0.0000
H -1.067 5.647 -0.193  0.0004
H 1.164 4.908 -1.126  0.0003
H 1.853 2.444 -0.706  0.0023
H -1.491 1.790 1.633  0.0162
F 3.064 2.432 1.673  0.0120
C 2.145 1.533 2.266  0.1131
F 2.793 0.832 3.349  0.0221
H 1.445 2.182 2.817  0.0086

**HOMO level (alpha / beta)**: -0.4184 / -0.5060 hartree
**Net charge**: +2
**Relative energy (zero: lowest compared OMol25 entry of this formula, charge and spin)**: 47.9 kcal/mol
**Molar mass**: 803.215 g/mol
**Spin multiplicity**: 5
**Total energy**: -61804.931 eV

---

Entry 2:
Molecular formula: C21H39F3MgN2O13Ti
Method: DFT, the ωB97M-V functional and the def2-TZVPD basis

Last column: Mulliken spin population.
Element x y z (Å)
Mg 2.051 3.041 1.570  0.1298
Ti 0.594 3.927 4.299  3.4992
C -0.116 0.402 0.680  -0.0036
C -0.260 1.077 2.036  0.0267
O 0.454 2.276 2.277  0.0362
H -0.457 1.010 -0.157  0.0053
H -0.723 -0.502 0.644  -0.0019
H 0.898 0.054 0.481  0.0028
H -0.065 0.307 2.783  -0.0051
H -1.264 1.480 2.172  0.0205
C 4.450 -0.144 0.687  -0.0049
C 3.838 0.881 -0.242  0.0072
O 3.236 1.869 0.514  -0.0271
H 3.647 -0.743 1.117  0.0012
H 5.030 0.399 1.434  0.0013
H 5.096 -0.883 0.214  -0.0005
H 3.191 0.535 -1.048  0.0036
H 4.634 1.412 -0.764  -0.0006
C 0.415 -3.296 0.522  -0.0004
C -0.210 -3.838 -0.780  0.0001
O 0.669 -4.549 -1.619  0.0000
C 0.282 -5.678 -2.226  0.0000
O -0.791 -6.256 -2.191  0.0000
C 1.415 -5.988 -3.213  0.0000
F 0.797 -6.711 -4.217  0.0000
F 2.002 -4.895 -3.684  0.0000
F 2.312 -6.748 -2.600  0.0000
H -0.321 -2.645 0.993  0.0008
H 1.292 -2.707 0.254  0.0000
H 0.769 -4.083 1.187  0.0000
H -0.695 -3.067 -1.379  0.0001
H -0.965 -4.550 -0.448  0.0000
C 3.764 5.301 -0.985  -0.0070
O 2.521 5.040 -1.651  -0.0061
C 1.502 4.531 -0.975  0.0835
O 1.420 4.155 0.205  0.1801
O 0.481 4.633 -1.827  0.0000
C -0.724 4.019 -1.460  -0.0026
H 4.365 4.396 -1.070  -0.0037
H 3.506 5.552 0.043  0.0118
H 4.196 6.110 -1.574  0.0009
H -1.020 4.141 -0.418  0.0088
H -0.608 2.948 -1.629  0.0011
H -1.485 4.410 -2.135  0.0005
C -2.957 -3.473 -4.656  0.0000
O -2.355 -2.429 -3.872  -0.0001
C -1.044 -2.275 -3.977  -0.0001
O -0.322 -2.961 -4.703  0.0000
O -0.766 -1.258 -3.143  -0.0002
C 0.499 -0.611 -3.084  0.0004
H -4.038 -3.356 -4.729  0.0000
H -2.910 -4.491 -4.270  0.0000
H -2.628 -3.426 -5.695  0.0000
H 0.715 -0.189 -4.066  0.0000
H 1.254 -1.362 -2.853  -0.0002
H 0.525 0.199 -2.356  0.0005
C -3.024 1.372 -2.296  -0.0002
O -3.164 1.732 -0.902  0.0005
C -4.129 1.270 -0.107  0.0014
O -5.187 0.716 -0.489  0.0000
O -3.804 1.497 1.112  0.0009
C -4.737 1.189 2.165  0.0006
H -3.903 1.593 -2.901  0.0000
H -2.792 0.317 -2.439  0.0000
H -2.146 1.892 -2.682  0.0001
H -4.331 0.868 3.124  -0.0001
H -5.158 0.196 2.009  0.0001
H -5.418 2.028 2.312  0.0000
C 2.117 -0.383 4.470  0.0111
C 1.848 0.775 5.272  0.0109
N 1.599 1.753 5.845  -0.0025
H 1.864 -0.358 3.410  -0.0096
H 1.796 -1.249 5.048  -0.0004
H 3.206 -0.438 4.469  -0.0023
C -1.665 0.200 5.802  -0.0062
C -1.467 1.628 5.481  0.0257
N -1.366 2.786 5.277  0.0057
H -2.492 -0.102 5.159  0.0017
H -2.010 0.062 6.827  0.0008
H -0.734 -0.336 5.618  0.0028

**HOMO level (alpha / beta)**: -0.1739 / -0.2933 hartree
**Net charge**: 0
**Molar mass**: 656.710 g/mol
**Spin multiplicity**: 5
**Total energy**: -88714.883 eV

---

Entry 3:
Molecular formula: C21H39F3N3O7
Method: DFT, the ωB97M-V functional and the def2-TZVPD basis

Last column: Mulliken charge in e.
Element x y z (Å)
C 3.892 -2.737 -1.025  -0.8538
C 3.043 -2.196 -2.336  -0.3511
C 1.389 -2.304 -2.123  -0.6922
C 0.761 -0.894 -1.481  0.0404
N 0.194 -1.212 -0.115  0.0294
C -0.793 -0.175 0.373  -0.1438
C -2.291 -0.420 1.050  -0.1155
C -3.100 -1.820 1.323  -0.7300
O -2.309 -2.720 2.176  -0.2526
C -3.111 -3.290 3.272  0.7514
F -4.380 -3.939 2.836  -0.2200
F -3.363 -2.320 4.398  -0.2165
F -2.279 -4.393 3.876  -0.2420
N -2.945 0.905 1.450  0.5356
O -4.161 1.049 2.068  -0.3878
C -3.760 1.271 3.497  0.2003
C -5.028 1.279 4.537  -0.4466
C -5.255 2.818 5.131  -0.8869
C -1.969 2.034 1.075  -0.0341
C -2.248 3.624 1.365  -0.7958
O -3.665 3.995 1.502  -0.3025
C -4.266 4.083 0.152  -0.5934
N -0.741 1.335 0.455  0.3131
C 0.413 2.214 0.026  -0.8409
C 1.289 2.556 1.369  -0.2894
C 1.932 1.202 2.093  -0.1525
C 1.211 0.956 3.547  -0.6346
O -0.076 0.240 3.488  -0.3615
H 3.182 -3.145 -0.160  0.2475
H 4.655 -3.584 -1.373  0.2522
H 4.548 -1.893 -0.509  0.2125
H 3.377 -1.063 -2.512  0.3017
H 3.399 -2.766 -3.323  0.2413
H 0.959 -2.500 -3.220  0.2739
H 1.171 -3.180 -1.379  0.2969
H 0.005 -0.408 -2.230  0.2189
H 1.720 -0.209 -1.288  0.0603
H -0.392 -2.085 -0.269  0.4641
H -3.511 -2.340 0.330  0.3083
H -4.084 -1.557 1.945  0.3537
H -3.204 2.314 3.638  0.0809
H -2.945 0.450 3.742  0.0852
H -5.962 0.862 3.966  0.3241
H -4.710 0.621 5.475  0.2287
H -4.821 2.886 6.221  0.2875
H -4.786 3.645 4.412  0.2426
H -6.416 3.021 5.154  0.2913
H -1.743 4.321 0.562  0.4713
H -1.729 3.877 2.403  0.3013
H -4.390 5.214 -0.168  0.2459
H -5.325 3.545 0.188  0.2434
H -3.536 3.601 -0.645  0.2736
H 1.030 1.819 -0.886  0.2826
H -0.064 3.249 -0.329  0.3037
H 0.554 3.066 2.153  0.0415
H 2.131 3.313 1.049  0.4107
H 1.824 0.303 1.348  0.0941
H 3.104 1.396 2.203  0.3560
H 0.992 1.985 4.108  0.2547
H 2.007 0.371 4.217  0.3363
H -0.033 -0.640 3.989  0.2880
C 4.427 -0.223 -7.843  -0.6322
O 4.401 -1.212 -6.816  -0.2666
C 5.390 -2.136 -6.905  0.6948
O 6.259 -2.176 -7.762  -0.5388
O 5.246 -3.008 -5.875  -0.2167
C 6.226 -4.044 -5.841  -0.6595
H 3.593 0.463 -7.674  0.2048
H 5.358 0.351 -7.802  0.2955
H 4.299 -0.685 -8.827  0.2959
H 7.229 -3.622 -5.720  0.3214
H 6.170 -4.658 -6.746  0.2976
H 6.014 -4.681 -4.979  0.2022

**HOMO level**: -0.4270 hartree
**Net charge**: +1
**Molar mass**: 502.551 g/mol
**Total energy**: -49343.233 eV